Entry from OMol25: one molecule with the formula C3H2S (wB97M-V/def2-TZVPD).

Each line ends with the Löwdin charge.
Positions of all 6 atoms, in Å:
C1 0.376 -0.122 0.019  -0.63
C2 1.434 -1.028 0.069  -0.34
C3 -0.937 0.123 0.093  0.02
S1 2.131 0.560 0.038  0.82
H1 -1.792 -0.611 -0.130  0.11
H2 -1.211 1.077 -0.089  0.01

Results
frontier orbital gap = 8.01 eV
energy above the lowest of the compared OMol25 structures with the same formula, charge and spin = 188.6 kJ/mol
E_tot = -13973.83112 eV
LUMO energy = -0.0434 Eh
HOMO energy = -9.2 eV

=====

Entry from OMol25: a 6-piece molecular cluster, C27H64BF4N7O3 overall (wB97M-V/def2-TZVPD).

Each line ends with the Löwdin charge.
Positions of all 106 atoms, in Å:
C1 -0.239 -7.382 -5.310  0.01
N1 0.783 -6.400 -5.824  -0.34
C2 0.805 -5.287 -4.834  0.00
C3 2.136 -7.091 -5.841  0.03
C4 0.330 -6.057 -7.235  -0.09
C5 1.017 -4.848 -7.832  -0.22
O1 2.387 -5.161 -7.835  -0.06
H1 -1.209 -6.935 -5.500  0.10
H2 -0.009 -7.462 -4.261  0.10
H3 -0.203 -8.361 -5.830  0.14
H4 1.785 -4.751 -4.832  0.14
H5 0.625 -5.696 -3.845  0.10
H6 -0.022 -4.636 -5.015  0.10
H7 2.394 -7.398 -4.865  0.10
H8 2.877 -6.383 -6.201  0.10
H9 2.142 -7.831 -6.590  0.10
H10 -0.748 -5.901 -7.116  0.14
H11 0.575 -6.903 -7.845  0.14
H12 0.828 -3.957 -7.172  0.13
H13 0.633 -4.605 -8.830  0.14
H14 2.986 -4.537 -8.254  0.12
C6 5.039 -1.256 3.592  0.01
N2 6.027 -0.391 2.913  -0.36
C7 5.498 0.037 1.591  0.02
C8 6.383 0.821 3.697  0.02
C9 7.326 -1.254 2.723  -0.10
C10 8.330 -0.864 1.737  -0.22
O2 8.706 0.514 1.859  -0.05
H15 4.014 -0.841 3.791  0.13
H16 5.540 -1.581 4.538  0.13
H17 4.914 -2.079 2.902  0.10
H18 6.126 0.792 1.226  0.09
H19 4.498 0.482 1.834  0.11
H20 5.440 -0.743 0.932  0.09
H21 6.877 0.536 4.655  0.14
H22 5.445 1.354 3.809  0.10
H23 6.935 1.495 3.052  0.10
H24 7.011 -2.260 2.472  0.14
H25 7.700 -1.290 3.789  0.16
H26 7.825 -0.901 0.766  0.13
H27 9.128 -1.597 1.839  0.15
H28 9.118 0.833 1.035  0.12
C11 -5.852 0.878 -3.242  0.02
N3 -6.327 -0.191 -4.259  -0.33
C12 -6.638 0.503 -5.615  0.04
C13 -5.304 -1.298 -4.345  0.00
C14 -7.675 -0.741 -3.737  -0.10
C15 -7.721 -1.299 -2.333  -0.22
O3 -6.664 -2.184 -2.055  -0.06
H29 -6.633 1.651 -3.161  0.11
H30 -4.971 1.297 -3.755  0.11
H31 -5.594 0.511 -2.230  0.11
H32 -7.308 1.375 -5.410  0.13
H33 -7.100 -0.202 -6.216  0.08
H34 -5.653 0.869 -6.073  0.14
H35 -5.673 -2.138 -4.896  0.10
H36 -5.098 -1.606 -3.333  0.08
H37 -4.363 -0.943 -4.883  0.13
H38 -7.947 -1.505 -4.465  0.14
H39 -8.312 0.104 -3.777  0.12
H40 -8.775 -1.713 -2.329  0.17
H41 -7.619 -0.543 -1.572  0.12
H42 -6.961 -3.032 -1.729  0.11
C16 -3.266 6.488 3.388  -0.06
C17 -2.242 5.746 2.557  -0.15
N4 -0.865 6.403 2.581  -0.02
C18 -0.332 7.433 1.777  0.02
C19 1.017 7.411 1.923  0.01
N5 1.320 6.258 2.632  -0.08
C20 0.169 5.674 3.021  -0.02
C21 2.668 5.706 2.764  0.03
H43 -2.998 6.584 4.443  0.09
H44 -4.148 5.848 3.460  0.09
H45 -3.429 7.473 2.984  0.08
H46 -2.522 5.618 1.506  0.13
H47 -2.028 4.685 2.843  0.12
H48 -0.929 8.220 1.391  0.13
H49 1.689 8.047 1.390  0.14
H50 0.174 4.753 3.606  0.16
H51 3.105 5.452 1.788  0.12
H52 2.460 4.721 3.148  0.07
H53 3.285 6.369 3.376  0.12
C22 -1.748 -0.499 2.367  -0.07
C23 -2.403 0.605 3.116  -0.17
N6 -1.806 0.872 4.502  -0.02
C24 -2.451 0.556 5.721  0.02
C25 -1.592 0.962 6.707  -0.02
N7 -0.505 1.572 6.155  -0.07
C26 -0.650 1.523 4.802  0.01
C27 0.698 2.203 6.758  0.04
H54 -0.685 -0.276 2.127  0.08
H55 -2.293 -0.469 1.421  0.08
H56 -1.868 -1.475 2.868  0.10
H57 -3.480 0.485 3.293  0.13
H58 -2.275 1.580 2.587  0.13
H59 -3.454 0.152 5.729  0.14
H60 -1.795 0.992 7.774  0.15
H61 0.101 1.876 4.094  0.13
H62 0.421 3.209 7.060  0.10
H63 1.541 2.159 6.047  0.09
H64 0.861 1.794 7.748  0.10
B1 2.172 1.851 2.795  -1.30
F1 3.393 2.148 2.208  0.13
F2 2.326 1.705 4.143  0.13
F3 1.180 2.898 2.650  0.04
F4 1.620 0.670 2.281  0.11

Results
frontier orbital gap = 10.24 eV
energy above the lowest of the compared OMol25 structures with the same formula, charge and spin = 0.0 kJ/mol
E_tot = -57128.07969 eV
total charge = +4
LUMO energy = -0.2577 Eh
HOMO energy = -17.3 eV

=====

Entry from OMol25: a 2-piece molecular cluster, C2H3BrCl2 overall (wB97M-V/def2-TZVPD).

Each line ends with the Löwdin charge.
Positions of all 8 atoms, in Å:
C1 -0.176 -0.254 -0.015  -0.50
C2 1.304 -3.127 2.193  -1.06
Cl1 2.002 -3.926 0.890  0.52
Cl2 -0.255 -3.643 2.503  0.53
Br1 -0.716 -1.943 -0.828  0.50
H1 -0.759 0.513 -0.344  -0.03
H2 -0.197 -0.330 0.995  -0.04
H3 0.930 -0.051 -0.458  0.09

Results
frontier orbital gap = 8.52 eV
energy above the lowest of the compared OMol25 structures with the same formula, charge and spin = 291.1 kJ/mol
E_tot = -97206.61479 eV
LUMO energy = -0.0318 Eh
HOMO energy = -9.4 eV

=====

Entry from OMol25: a 4-piece molecular cluster, C3H14N2O3 overall (wB97M-V/def2-TZVPD).

Each line ends with the Löwdin charge.
Positions of all 22 atoms, in Å:
C1 -1.418 -1.969 1.022  -0.07
C2 -0.838 -0.686 0.541  -0.38
N1 -0.448 -0.608 -0.847  0.05
C3 -0.745 0.398 1.296  -0.15
N2 -0.166 1.611 0.841  0.03
H1 -2.374 -2.231 0.540  0.08
H2 -1.621 -1.975 2.093  0.08
H3 -0.759 -2.806 0.771  0.08
H4 -1.076 -1.132 -1.448  0.10
H5 0.534 -0.877 -0.933  0.07
H6 -1.121 0.430 2.307  0.12
H7 -0.160 1.627 -0.176  0.06
H8 -0.700 2.417 1.144  0.10
O1 2.551 0.726 1.054  -0.08
H9 2.883 0.432 1.910  0.05
H10 1.669 1.127 1.220  0.00
O2 -1.381 1.617 -2.371  -0.09
H11 -0.894 1.562 -3.199  0.03
H12 -1.092 0.852 -1.830  -0.03
O3 2.542 -0.454 -1.558  -0.08
H13 2.633 -0.369 -0.593  0.00
H14 1.980 0.307 -1.782  0.03

Results
frontier orbital gap = 9.25 eV
energy above the lowest of the compared OMol25 structures with the same formula, charge and spin = 21.9 kJ/mol
E_tot = -12460.93138 eV
SMILES = C/C(N)=C/N.O.O.O
LUMO energy = 0.0249 Eh
HOMO energy = -8.6 eV

=====

Please write out number 1 again, unchanged.
Entry from OMol25: one molecule with the formula C3H2S (wB97M-V/def2-TZVPD).

Each line ends with the Löwdin charge.
Positions of all 6 atoms, in Å:
C1 0.376 -0.122 0.019  -0.63
C2 1.434 -1.028 0.069  -0.34
C3 -0.937 0.123 0.093  0.02
S1 2.131 0.560 0.038  0.82
H1 -1.792 -0.611 -0.130  0.11
H2 -1.211 1.077 -0.089  0.01

Results
frontier orbital gap = 8.01 eV
energy above the lowest of the compared OMol25 structures with the same formula, charge and spin = 188.6 kJ/mol
E_tot = -13973.83112 eV
LUMO energy = -0.0434 Eh
HOMO energy = -9.2 eV